{"formula": "C3H5N3", "method": "ωB97M-V/def2-TZVPD", "homo_lumo_gap_ev": 10.3, "smiles": "Nc1cn[nH]c1", "spin_multiplicity": 1, "de_lowest_kcal_mol": 21.3, "total_energy_ev": -7661.53179, "elements": ["N", "C", "C", "N", "N", "C", "H", "H", "H", "H", "H"], "positions_angstrom": [[-1.749905, -0.575596, -0.056768], [-0.460102, -0.001529, 0.014079], [0.606356, -0.797745, -0.300936], [1.722002, -0.064289, -0.134887], [1.454381, 1.189228, 0.270404], [0.131613, 1.247058, 0.368103], [-2.371321, -0.240189, -0.775972], [-2.198521, -0.786131, 0.821840], [0.493573, -1.823268, -0.612006], [2.680332, -0.333254, -0.283185], [-0.308407, 2.185715, 0.689329]], "forces_ev_per_angstrom": [[-0.3396, 0.1415, 0.0821], [0.3163, -0.1600, -0.0412], [-0.0684, 0.0174, 0.0206], [0.1195, -0.0811, -0.0655], [-0.2702, -0.1019, -0.0288], [-0.0643, -0.0100, 0.0185], [-0.0048, 0.1758, 0.2720], [-0.0700, 0.2854, -0.1524], [0.5969, -0.0221, -0.0446], [-0.1349, 0.0368, 0.0243], [-0.0805, -0.2820, -0.0851]]}

{"formula": "C4H8FO2S", "method": "ωB97M-V/def2-TZVPD", "homo_lumo_gap_ev": 6.8, "spin_multiplicity": 1, "de_lowest_kcal_mol": 9.5, "total_energy_ev": -21924.96125, "total_charge": -1, "elements": ["C", "C", "C", "C", "O", "O", "F", "S", "H", "H", "H", "H", "H", "H", "H", "H"], "positions_angstrom": [[-1.710917, 0.731435, 0.503134], [-0.521398, -1.324736, -0.355887], [-0.359575, 0.103605, 0.265133], [0.739048, 0.870923, -0.426674], [2.550452, -0.811445, 1.027831], [3.355780, 0.127508, -1.156277], [1.050806, 1.925176, 0.405089], [2.251915, -0.534031, -0.461661], [-2.066059, 1.235369, -0.437436], [-2.361546, -0.086912, 0.595853], [-1.707743, 1.286449, 1.395536], [-0.899656, -1.933418, 0.409572], [0.353366, -1.878930, -0.732408], [-1.369248, -1.178204, -0.993007], [0.132276, -0.064214, 1.284831], [0.562493, 1.531425, -1.323628]], "forces_ev_per_angstrom": [[0.5513, 0.0459, -2.4648], [-0.1659, 1.0635, 0.2249], [2.0771, -1.4575, 0.9197], [0.3894, 0.1612, -0.1053], [-0.8439, 0.9399, -2.1222], [0.8056, 0.8969, -0.3378], [0.7749, 0.9739, 1.5344], [-0.0581, -0.5758, 1.6839], [0.2980, 0.1839, 1.0658], [-1.2987, -1.0948, 0.5549], [-0.2714, 1.2353, 0.7795], [-0.6553, -0.9892, 1.3706], [-0.6350, 0.8476, -0.2926], [-0.2320, -0.5316, -1.3706], [-0.5553, 0.2053, -1.1531], [-0.1807, -1.9047, -0.2872]]}

{"formula": "C9H15Cl2LuO3PRh", "method": "ωB97M-V/def2-TZVPD", "homo_lumo_gap_ev": [6.8, 4.0], "spin_multiplicity": 5, "de_lowest_kcal_mol": 25.6, "total_energy_ev": -86628.63394, "total_charge": 4, "elements": ["Lu", "Rh", "Cl", "Cl", "C", "C", "C", "O", "O", "O", "C", "C", "P", "C", "C", "C", "C", "H", "H", "H", "H", "H", "H", "H", "H", "H", "H", "H", "H", "H", "H", "H"], "positions_angstrom": [[3.019065, -0.502042, -1.396793], [-1.670043, 1.018135, -1.114135], [4.359983, 1.119019, -2.748427], [3.095092, -0.971626, 1.198423], [-1.196322, -0.561923, -0.196921], [2.210218, -1.334934, -3.515119], [1.574834, -2.467117, -1.238916], [-0.765161, -1.541157, 0.293466], [1.858225, -1.925605, -4.444075], [0.944772, -3.434842, -1.408737], [0.063862, 4.207966, -1.250794], [0.425554, 3.527524, 0.080382], [-0.594173, 2.076826, 0.457176], [0.194568, 1.374372, 1.974344], [0.310192, 2.312980, 3.184634], [-2.289959, 2.646438, 0.941991], [-2.385294, 3.830895, 1.891577], [0.203046, 3.461561, -2.022669], [0.699810, 5.077451, -1.414193], [-0.970892, 4.547952, -1.279174], [1.497039, 3.177305, 0.116304], [0.325370, 4.253629, 0.920479], [-0.361837, 0.474783, 2.242447], [1.178111, 1.020295, 1.653671], [-0.635639, 2.373045, 3.748544], [1.036950, 1.931696, 3.917851], [0.646429, 3.330929, 2.918183], [-2.755361, 2.846861, -0.038322], [-2.758797, 1.754823, 1.369791], [-1.692084, 4.633194, 1.609833], [-3.416710, 4.196779, 1.885366], [-2.222594, 3.516742, 2.927275]], "forces_ev_per_angstrom": [[2.9766, 2.2361, -1.8380], [-2.1601, 0.9388, -2.7148], [-1.6777, -1.7502, 1.6082], [0.1497, 0.0509, 0.7569], [1.7278, -7.7825, 2.9953], [-1.6509, -2.9701, -5.2435], [-3.9985, -6.4569, -0.8323], [-1.8246, 5.0488, -2.1539], [1.6885, 2.9317, 4.2273], [3.4825, 5.2993, 1.0671], [0.0390, -0.3762, 0.5407], [0.6904, 0.6291, -0.0669], [3.0015, 3.2519, 3.9657], [-0.6398, -0.6592, -0.2289], [-0.0015, 0.6972, 0.3867], [-0.9338, -1.4889, -1.1638], [0.5507, 0.7854, 0.6971], [0.1390, 0.1349, -0.6993], [0.0230, -0.1251, -0.1557], [-0.0591, 0.0724, 0.0840], [-0.8819, 0.3336, -0.1199], [-0.0089, -0.6099, -0.2892], [-0.0412, -0.0900, 0.1775], [0.4907, -0.0033, -0.1389], [0.3187, -0.0338, -0.3918], [-0.0995, -0.1243, -0.3970], [-0.1917, -0.4936, 0.1326], [-0.6634, 0.5375, 0.3301], [-0.2643, 0.0315, 0.0416], [-0.4277, -0.0385, 0.2219], [-0.0225, 0.0085, -0.4749], [0.2690, 0.0151, -0.3241]]}

{"formula": "C30H78ClN6O13", "method": "ωB97M-V/def2-TZVPD", "homo_lumo_gap_ev": 8.0, "spin_multiplicity": 1, "de_lowest_kcal_mol": 22.3, "total_energy_ev": -80442.73450, "total_charge": -1, "elements": ["Cl", "O", "O", "O", "O", "C", "O", "C", "C", "N", "C", "C", "O", "C", "H", "H", "H", "H", "H", "H", "H", "H", "H", "H", "H", "H", "H", "H", "H", "C", "O", "C", "C", "N", "C", "C", "O", "C", "H", "H", "H", "H", "H", "H", "H", "H", "H", "H", "H", "H", "H", "H", "H", "C", "O", "C", "C", "N", "C", "C", "O", "C", "H", "H", "H", "H", "H", "H", "H", "H", "H", "H", "H", "H", "H", "H", "H", "C", "C", "C", "O", "C", "N", "H", "H", "H", "H", "H", "H", "H", "H", "H", "H", "H", "C", "C", "C", "O", "C", "N", "H", "H", "H", "H", "H", "H", "H", "H", "H", "H", "H", "C", "C", "C", "O", "C", "N", "H", "H", "H", "H", "H", "H", "H", "H", "H", "H", "H"], "positions_angstrom": [[19.772197, -19.665701, -13.788729], [21.064503, -19.354599, -13.230709], [19.770570, -19.759730, -15.214842], [19.287893, -20.908864, -13.223061], [18.862142, -18.593812, -13.433944], [20.653627, -21.683107, -10.223045], [19.549009, -21.901758, -9.365966], [18.290067, -21.646775, -9.923170], [17.937184, -20.185506, -10.270558], [16.809111, -19.740648, -9.379624], [16.861384, -18.321436, -9.093555], [15.731365, -18.009170, -8.093381], [15.908350, -18.712539, -6.909822], [14.714412, -19.111992, -6.282713], [20.802450, -20.617668, -10.414679], [20.556602, -22.147601, -11.208135], [21.554800, -22.068630, -9.751684], [17.539173, -22.160622, -9.314712], [18.258346, -22.270512, -10.835529], [17.726121, -20.052015, -11.328250], [18.698934, -19.464790, -9.949867], [17.025682, -20.185301, -8.491011], [16.603419, -17.736368, -9.982438], [17.809239, -17.903221, -8.726612], [14.751422, -18.150980, -8.566419], [15.734318, -16.908830, -7.988125], [14.079945, -18.249611, -6.028507], [14.865104, -19.521932, -5.284238], [14.197379, -19.786542, -6.967257], [15.870864, -24.103787, -13.972019], [15.763387, -22.842174, -14.564298], [15.497521, -21.812352, -13.607410], [15.390585, -20.481650, -14.322870], [16.485974, -20.371398, -15.314215], [16.547835, -19.074569, -16.002504], [15.415295, -18.896747, -17.009525], [15.299656, -20.014089, -17.852296], [14.424999, -19.745075, -18.919792], [15.307346, -24.274911, -13.044699], [16.918148, -24.290243, -13.698718], [15.536863, -24.848890, -14.695492], [16.321339, -21.705230, -12.893186], [14.580683, -22.141865, -13.115224], [15.609625, -19.587541, -13.722544], [14.427021, -20.338296, -14.815815], [17.371212, -20.488858, -14.840164], [17.424780, -19.178346, -16.643018], [16.653540, -18.248336, -15.291250], [15.796883, -18.067467, -17.631985], [14.426075, -18.629149, -16.612435], [14.632670, -18.749833, -19.339953], [13.390358, -19.636071, -18.572610], [14.545375, -20.478625, -19.709564], [18.451216, -15.174034, -15.815633], [19.752233, -15.590428, -15.389212], [20.349577, -16.420487, -16.380083], [21.710302, -16.897189, -15.972856], [22.824327, -15.945083, -16.225718], [23.996527, -16.345198, -15.448481], [25.259134, -15.984667, -16.209489], [26.394094, -16.526819, -15.534728], [27.599394, -16.134881, -16.167095], [18.103896, -14.603749, -14.953500], [17.774300, -15.994451, -16.059516], [18.585443, -14.500502, -16.668776], [20.313290, -16.033684, -17.406611], [19.733529, -17.324827, -16.489376], [21.917647, -17.688480, -16.714393], [21.769946, -17.494406, -15.057786], [22.449241, -15.043966, -15.947927], [24.081649, -17.433231, -15.407208], [23.963674, -15.904863, -14.450214], [25.407747, -14.901231, -16.304657], [25.180680, -16.369233, -17.231613], [27.509736, -16.034665, -17.254658], [28.254033, -17.008790, -16.107785], [28.015454, -15.241473, -15.705626], [21.310339, -16.240911, -11.560976], [20.212491, -15.179110, -11.607556], [20.701799, -13.818084, -12.071577], [21.504435, -13.254403, -11.032224], [21.722406, -11.881361, -11.140335], [19.114440, -15.630250, -12.490287], [22.224337, -15.823956, -11.118089], [21.613489, -16.500845, -12.580185], [21.127835, -17.192118, -11.063343], [19.624108, -15.021223, -10.698656], [19.818596, -13.191207, -12.215753], [21.360506, -13.932248, -12.938394], [22.008363, -11.516718, -12.135476], [22.455569, -11.637798, -10.374791], [20.826388, -11.270014, -10.946462], [19.416312, -15.630145, -13.465952], [18.957965, -16.625047, -12.347867], [20.516448, -18.693174, -19.473048], [21.447531, -19.875272, -19.374798], [22.875092, -19.408406, -19.638731], [23.711684, -20.562826, -19.694957], [25.067637, -20.197429, -19.843654], [21.426537, -20.543226, -18.029035], [20.223699, -18.491473, -20.506555], [20.931373, -17.741948, -19.103627], [19.604408, -18.668236, -18.867858], [21.177874, -20.659112, -20.085811], [23.202633, -18.715609, -18.850200], [23.069345, -18.839415, -20.563872], [25.258444, -19.788510, -20.838070], [25.709212, -21.009721, -19.512375], [25.317345, -19.385758, -19.144976], [22.421381, -20.730616, -17.900420], [21.403143, -19.813906, -17.307013], [23.263712, -23.941032, -16.339827], [22.633866, -22.950097, -15.368855], [23.476100, -21.714582, -15.095479], [23.599414, -20.824108, -16.177278], [24.489914, -19.736218, -15.857564], [21.296618, -22.500877, -15.806100], [23.960736, -24.571522, -15.777513], [23.914754, -23.524450, -17.111789], [22.471474, -24.529390, -16.800884], [22.527465, -23.478974, -14.413472], [24.483596, -21.990453, -14.744942], [22.974699, -21.186455, -14.268545], [25.535417, -20.040677, -15.932297], [24.257390, -19.454082, -14.829430], [24.206965, -19.008324, -16.612345], [21.021589, -21.720983, -15.208002], [20.657752, -23.188130, -15.398058]], "forces_ev_per_angstrom": [[-1.1302, 0.7629, 1.1638], [0.4290, -0.2659, -0.4731], [0.7533, -0.2254, -0.7195], [0.1500, -0.0905, -0.1104], [-0.1953, -0.0218, 0.2337], [-0.0319, 0.4664, -0.2740], [0.5597, 0.0587, 0.8683], [0.0403, -0.8338, -1.8940], [-0.5028, 0.4043, 1.7075], [0.6767, -0.4628, -0.2868], [-1.6708, 0.3045, 0.1325], [0.2956, 1.3456, -1.4437], [0.3492, -0.2513, 0.9649], [-0.4727, 0.7560, -0.0093], [-0.0032, 0.0961, -0.0072], [-0.3202, -0.1849, 0.0403], [-0.1166, -0.0873, 0.2561], [0.0597, 0.6132, 0.4863], [-0.1260, 0.4540, -0.2386], [-0.1333, 0.0700, 0.0445], [0.9094, -0.6004, -0.6891], [-0.3101, -0.0835, 0.0112], [0.1486, -0.1398, -0.1494], [0.1943, -0.3953, 0.1044], [0.0701, -0.7788, 0.0735], [0.2041, -0.0803, 0.7276], [-0.1277, 0.1074, -0.5511], [0.6555, -0.5616, -0.3424], [-0.3257, -0.1710, 0.3459], [0.6272, -0.4026, 0.0866], [-0.4427, 0.3934, 0.3429], [0.2851, -0.1933, -0.3871], [1.1943, 0.9722, -1.0884], [-0.5648, -0.0011, -0.4329], [-0.2903, -1.9914, -0.1075], [0.5457, 0.7339, -0.1720], [-0.0465, -0.3774, -0.2472], [0.0668, 0.9791, 0.3059], [-0.3301, 0.4472, -0.1009], [0.0075, -0.1575, -0.1016], [0.1411, -0.0075, -0.0394], [0.0368, -0.3947, 0.1694], [-0.0997, 0.5617, 0.4520], [-0.8719, -0.3922, 1.0809], [0.0266, -0.1609, -0.1164], [0.0769, -0.2444, 0.0701], [0.3161, 0.3930, 0.2989], [-0.1362, 0.3901, -0.2244], [-0.5557, 0.2751, 0.0595], [0.1173, 0.0175, 0.2368], [0.2803, -0.0595, -0.2134], [-0.1597, -0.5151, -0.0226], [-0.1122, -0.2667, 0.1697], [0.9845, 0.7436, 0.6993], [-0.1097, -0.0823, -1.2290], [-0.6543, -1.1448, 0.6121], [1.0358, -1.0722, -2.0045], [-1.0921, -0.3440, 0.6402], [0.4187, 0.4116, -0.6072], [0.3216, 0.6782, 0.3715], [-0.2900, 0.1885, -0.6008], [-0.0506, -1.2455, -0.1874], [-0.5027, -0.0443, -0.2277], [0.1337, -0.1645, 0.0650], [-0.3167, -0.0650, -0.1218], [0.3688, 0.8156, 0.2151], [-0.0375, -0.1051, 0.3385], [-0.2015, -0.1149, 0.0403], [-0.3492, 0.7671, 0.5522], [0.5768, 0.1634, 0.2086], [-0.6153, 0.2987, 0.4462], [0.3106, -0.2444, 0.1776], [-0.1997, 0.1147, 0.0426], [0.0188, -0.2040, -0.0158], [-0.4063, 0.4974, 0.0458], [0.3857, 0.3307, 0.5431], [0.1598, 0.0607, -0.0788], [1.2552, 0.6854, 0.1126], [-1.2926, -1.0414, -0.4731], [0.3690, -0.2796, 0.9042], [-0.1026, -0.1696, -0.0373], [-0.4685, 0.5508, 0.0682], [-0.0227, 0.1799, -0.7847], [-0.1059, -0.0199, 0.2161], [-0.2914, 0.0345, -0.1133], [-0.5829, 0.1690, 0.0978], [0.9547, -0.0243, 0.6211], [0.0804, 0.0837, -0.4857], [-0.4267, 0.1912, -0.4453], [0.5573, -0.4550, -0.0575], [0.1908, 0.2033, -0.2121], [-0.2146, -0.3214, 0.3041], [0.1656, 0.0757, 0.2390], [-0.0654, 0.0427, 0.2548], [-0.6976, 1.3996, -0.0076], [0.1774, -0.0308, 1.2341], [0.4497, -0.2001, -0.8123], [0.3322, 0.2492, 0.2231], [-0.3846, 0.6538, 0.9070], [0.9077, 1.3845, -0.7856], [-0.0167, -0.0700, -0.0116], [0.7143, -0.2566, -0.1893], [-0.0745, -1.0724, -0.1245], [0.0304, 0.1798, -0.1866], [-0.0658, -0.1973, 0.3365], [-0.5992, -0.0542, -0.1900], [0.2548, -0.3992, -0.2385], [-0.0555, -0.3354, -0.6122], [-0.0994, 0.1302, 0.0439], [-0.2611, -1.2393, 0.1410], [-0.8838, 0.0067, -0.1151], [0.4967, -0.1112, 0.1220], [-0.1436, 0.6356, -0.3527], [0.1697, -0.0346, 0.9206], [0.6201, -0.0593, -0.1247], [-1.3134, -1.4581, -0.2856], [-0.2545, -0.7820, 1.0417], [-0.2927, -0.3153, 0.0276], [-0.5094, 0.4685, -0.1664], [0.1856, -0.1726, -0.0515], [0.3405, 0.1464, 0.1836], [-0.0433, -0.1848, -0.0028], [0.1552, 0.0722, 0.0404], [0.1043, 0.0416, -0.0696], [0.1723, 0.5744, -0.0610], [0.4287, 0.4381, 0.2117], [0.2253, 0.4278, -0.5094], [-0.0996, -0.1831, -0.6614]]}